[1]
{"formula": "C5H9ClINO3S", "method": "ωB97M-V/def2-TZVPD", "e_lumo_ev": -0.1, "de_lowest_ev": 0.0050, "symbols": ["C", "C", "C", "C", "C", "N", "O", "O", "O", "S", "Cl", "I", "H", "H", "H", "H", "H", "H", "H", "H", "H"], "positions_angstrom": [[1.1363, 1.0783, 0.2535], [2.1578, 1.8005, -0.6033], [-1.9635, 0.2142, 1.7319], [-0.9939, -0.8038, 1.0587], [-0.6771, -0.4414, -0.4197], [-0.0253, 0.7610, -0.5616], [1.3246, 0.8034, 1.4451], [1.3564, -2.2137, -0.2223], [-0.6362, -3.1813, -1.1796], [0.2024, -2.0551, -1.0313], [0.7862, -1.4051, -2.9157], [-2.2313, -0.4797, -1.9254], [2.0467, 2.8952, -0.3163], [3.2425, 1.6206, -0.4298], [2.0218, 1.5465, -1.6551], [-1.6843, 1.2244, 1.4358], [-2.9328, 0.1124, 1.3346], [-1.9918, 0.1595, 2.8975], [-1.2425, -1.8981, 0.9811], [-0.0246, -0.8063, 1.5562], [0.1287, 1.0686, -1.4344]], "nbo_charge": [0.70, -0.74, -0.61, -0.49, -0.06, -0.70, -0.55, -0.90, -0.88, 2.04, -0.27, 0.16, 0.25, 0.26, 0.22, 0.22, 0.21, 0.23, 0.23, 0.28, 0.40]}

***

[2]
{"formula": "C5H9ClN4O2", "method": "ωB97M-V/def2-TZVPD", "e_lumo_ev": -7.8, "smiles": "CN=C=[N+](C)C(=O)O/C(Cl)=N/[NH3+]", "total_charge": 2, "de_lowest_ev": 0.0000, "symbols": ["C", "C", "C", "C", "C", "N", "N", "N", "N", "O", "O", "Cl", "H", "H", "H", "H", "H", "H", "H", "H", "H"], "positions_angstrom": [[-0.6040, 1.0210, -0.6580], [1.2650, 2.0190, 0.1464], [2.5473, -0.0755, -0.3765], [-1.3829, -1.3805, -0.5505], [-0.7360, 3.4662, -0.4375], [-0.9617, -0.0722, -0.8842], [-0.0344, 2.1805, -0.3937], [1.8983, -0.8617, 0.3517], [2.6944, -1.9222, 0.9645], [1.7509, 2.5098, 1.1085], [1.9327, 1.0691, -0.7238], [4.1509, -0.2949, -0.9577], [-0.4028, -1.9126, -0.3522], [-1.8881, -1.8913, -1.4005], [-1.9694, -1.3566, 0.3552], [-1.3855, 3.5505, 0.5208], [0.0921, 4.2901, -0.4822], [-1.2622, 3.5918, -1.3715], [2.4384, -2.8658, 0.7698], [2.5481, -1.8273, 2.0135], [3.6609, -1.8405, 0.6037]], "nbo_charge": [0.76, 0.92, 0.54, -0.44, -0.43, -0.20, -0.47, -0.35, -0.54, -0.39, -0.52, 0.16, 0.25, 0.28, 0.26, 0.26, 0.28, 0.26, 0.45, 0.48, 0.45]}

***

[3]
{"formula": "C5H9CrNaO4", "method": "ωB97M-V/def2-TZVPD", "spin_multiplicity": 5, "e_lumo_ev": [-0.7, -0.7], "symbols": ["O", "C", "C", "O", "C", "C", "O", "C", "Na", "H", "H", "H", "H", "H", "H", "H", "H", "Cr", "O", "H"], "positions_angstrom": [[1.3838, -2.6901, 0.8986], [0.4465, -2.4215, 1.6914], [-0.3884, -1.2812, 1.6810], [0.0768, -0.2721, 0.8133], [-0.8625, 0.5097, 0.1123], [-0.1089, 1.5061, -0.7346], [0.7441, 0.7999, -1.6207], [1.4260, 1.6331, -2.5387], [1.7464, -1.0288, -0.5895], [0.2141, -3.1470, 2.5023], [-1.5315, 1.0500, 0.8040], [-1.4891, -0.1273, -0.5391], [0.4919, 2.1755, -0.0954], [-0.8296, 2.1165, -1.3035], [2.0701, 0.9911, -3.1513], [0.7113, 2.1585, -3.1910], [2.0451, 2.3745, -2.0087], [-2.4126, -2.0232, 1.3929], [-2.8698, -1.4183, 3.0250], [-0.8636, -0.9052, 2.8517]], "nbo_charge": [-0.79, 0.28, -0.39, -0.61, -0.09, -0.09, -0.59, -0.25, 0.94, 0.14, 0.21, 0.17, 0.18, 0.19, 0.19, 0.19, 0.18, 0.98, -1.14, 0.31]}

***

[4]
{"formula": "C5H9F", "method": "ωB97M-V/def2-TZVPD", "e_lumo_ev": 0.8, "de_lowest_ev": 5.7556, "symbols": ["C", "C", "C", "C", "C", "H", "H", "H", "H", "H", "H", "H", "H", "H", "F"], "positions_angstrom": [[-0.1218, 1.4084, 1.1332], [-0.5812, 0.3696, 0.1888], [-1.1626, 0.8396, -0.9885], [-0.1347, -1.0951, 0.2247], [1.2539, -1.2811, -0.4926], [0.0107, 0.8846, 2.2398], [0.9550, 1.7456, 0.7636], [-0.6917, 2.4074, 1.3590], [-1.8004, 1.8499, -1.2322], [-1.0760, 0.2958, -2.1628], [-1.1239, -1.7261, -0.0135], [-0.2900, -1.4892, 1.2988], [2.0935, -0.1588, -0.3987], [0.9834, -1.6076, -1.9330], [1.6857, -2.4431, 0.0136]], "nbo_charge": [-0.65, -0.05, -0.40, -0.54, 0.09, 0.20, 0.22, 0.25, 0.21, 0.20, 0.25, 0.24, 0.20, 0.15, -0.37]}

***

[5]
{"formula": "C5H9F2N", "method": "ωB97M-V/def2-TZVPD", "e_lumo_ev": [0.0, -0.2], "de_lowest_ev": 4.0911, "symbols": ["C", "C", "C", "C", "C", "N", "F", "F", "H", "H", "H", "H", "H", "H", "H", "H", "H"], "positions_angstrom": [[1.2982, -0.7595, 0.4198], [-0.3425, 0.9391, 0.2502], [2.1806, 0.3955, -0.1155], [-1.7252, 1.5546, -0.0554], [-1.0437, -1.3607, -0.2145], [-0.0502, -0.3683, 0.2001], [2.3934, 0.0934, -1.4978], [3.5002, 0.3619, 0.4111], [1.5040, -1.7470, 0.0064], [1.4802, -0.8252, 1.4255], [0.4388, 1.6052, 0.3875], [-2.0183, 1.2457, -0.9241], [-1.5785, 2.5795, 0.0945], [-2.4606, 1.3020, 0.7490], [-1.7727, -0.8664, -0.9138], [-0.3605, -2.1340, -0.8148], [-1.4434, -2.0156, 0.5918]], "nbo_charge": [-0.34, 0.21, 0.32, -0.66, -0.43, -0.27, -0.43, -0.40, 0.19, 0.21, 0.24, 0.22, 0.24, 0.24, 0.22, 0.23, 0.23]}

***

[6]
{"formula": "C5H9F2NO8PS2", "method": "ωB97M-V/def2-TZVPD", "e_lumo_ev": 1.9, "total_charge": -1, "symbols": ["C", "P", "O", "C", "C", "O", "O", "C", "C", "O", "H", "H", "H", "H", "H", "H", "H", "H", "H", "N", "S", "O", "O", "F", "S", "O", "O", "F"], "positions_angstrom": [[0.0553, 0.1048, -0.4629], [-0.7121, -1.4534, -1.3142], [0.0895, -2.7991, -0.4786], [-2.5581, -1.6527, -0.8819], [-3.7256, -1.1475, -1.9127], [-4.3835, -1.9165, -2.8063], [-3.9967, 0.2941, -1.7013], [-3.5770, 0.6415, -0.3038], [-2.9312, -0.6946, 0.3932], [-4.1528, -1.3649, 0.9295], [-0.3837, 1.1076, -0.9384], [-0.1027, 0.0959, 0.7015], [1.2282, 0.1746, -0.6380], [-0.5931, -3.3507, 0.0077], [-2.7448, -2.7995, -0.7446], [-4.4461, 0.9465, 0.4445], [-2.8929, 1.5849, -0.5061], [-2.1628, -0.5471, 1.2622], [-3.8951, -1.6270, 1.8756], [5.0919, 2.3829, 1.0810], [4.1636, 2.2095, -0.1739], [2.7624, 1.8818, 0.0656], [4.7548, 1.6451, -1.3816], [4.0261, 3.7444, -0.6155], [5.3526, 1.0091, 1.7995], [5.9258, 1.1436, 3.1383], [5.9166, -0.0835, 1.0164], [3.8913, 0.4701, 2.1447]], "nbo_charge": [-0.99, 1.04, -0.96, -0.68, 0.81, -0.57, -0.52, -0.11, 0.05, -0.75, 0.25, 0.22, 0.32, 0.47, 0.28, 0.22, 0.21, 0.23, 0.47, -1.18, 2.47, -0.95, -0.92, -0.51, 2.47, -0.94, -0.93, -0.51]}

***

[7]
{"formula": "C5H9F3O3P2", "method": "ωB97M-V/def2-TZVPD", "e_lumo_ev": -0.1, "smiles": "O=P(O)(O)CPCCC(F)=C(F)F", "symbols": ["O", "P", "O", "O", "C", "P", "C", "C", "C", "F", "C", "F", "F", "H", "H", "H", "H", "H", "H", "H", "H", "H"], "positions_angstrom": [[3.6202, 0.1237, 0.7968], [2.3232, -0.2237, 0.1990], [1.7180, -1.5147, 0.9352], [2.4861, -0.5890, -1.3530], [1.1907, 1.1707, 0.3574], [0.2663, 1.6877, -1.1747], [-1.3078, 0.7129, -1.3271], [-1.3025, -0.7008, -0.7060], [-2.1072, -0.7328, 0.5482], [-3.4161, -1.0748, 0.3977], [-1.6834, -0.4106, 1.7963], [-0.7458, -1.0713, 2.4376], [-2.1622, 0.5819, 2.5228], [1.3858, -2.1666, 0.3053], [3.2869, -1.1322, -1.4158], [0.5653, 1.0163, 1.2382], [1.8544, 2.0012, 0.5976], [-0.1959, 2.9735, -0.8257], [-2.1792, 1.2472, -0.9479], [-1.4713, 0.5945, -2.3981], [-1.8141, -1.3645, -1.4092], [-0.3112, -1.1287, -0.5748]], "nbo_charge": [-1.10, 2.34, -0.98, -0.99, -1.14, 0.55, -0.69, -0.47, 0.20, -0.32, 0.68, -0.28, -0.29, 0.50, 0.51, 0.26, 0.30, -0.02, 0.24, 0.24, 0.23, 0.22]}

***

Copy entry 2 word for word.
{"formula": "C5H9ClN4O2", "method": "ωB97M-V/def2-TZVPD", "e_lumo_ev": -7.8, "smiles": "CN=C=[N+](C)C(=O)O/C(Cl)=N/[NH3+]", "total_charge": 2, "de_lowest_ev": 0.0000, "symbols": ["C", "C", "C", "C", "C", "N", "N", "N", "N", "O", "O", "Cl", "H", "H", "H", "H", "H", "H", "H", "H", "H"], "positions_angstrom": [[-0.6040, 1.0210, -0.6580], [1.2650, 2.0190, 0.1464], [2.5473, -0.0755, -0.3765], [-1.3829, -1.3805, -0.5505], [-0.7360, 3.4662, -0.4375], [-0.9617, -0.0722, -0.8842], [-0.0344, 2.1805, -0.3937], [1.8983, -0.8617, 0.3517], [2.6944, -1.9222, 0.9645], [1.7509, 2.5098, 1.1085], [1.9327, 1.0691, -0.7238], [4.1509, -0.2949, -0.9577], [-0.4028, -1.9126, -0.3522], [-1.8881, -1.8913, -1.4005], [-1.9694, -1.3566, 0.3552], [-1.3855, 3.5505, 0.5208], [0.0921, 4.2901, -0.4822], [-1.2622, 3.5918, -1.3715], [2.4384, -2.8658, 0.7698], [2.5481, -1.8273, 2.0135], [3.6609, -1.8405, 0.6037]], "nbo_charge": [0.76, 0.92, 0.54, -0.44, -0.43, -0.20, -0.47, -0.35, -0.54, -0.39, -0.52, 0.16, 0.25, 0.28, 0.26, 0.26, 0.28, 0.26, 0.45, 0.48, 0.45]}

***

Question: Which formula does entry 7 have?
Answer: C5H9F3O3P2